No. 1
This record from OMol25 describes a cluster of 6 separate species, C39H88F5N3O25P5S in total in a non-equilibrium geometry. The level of theory is ωB97M-V/def2-TZVPD.

Values from the calculation:
- Largest force on an atom: 6.08 eV Å⁻¹
- Energy: -6187.9698 a.u.
- Frontier orbital gap: 6.6 eV

ORCA input file:
```
! wB97M-V def2-TZVPD RIJCOSX def2/J DEFGRID3
* xyz 1 1
C 2.135 5.244 -2.102
C 2.552 3.676 -1.933
O 3.473 3.267 -2.987
C 3.790 1.859 -2.754
C 2.682 0.945 -3.558
O 3.238 -0.335 -3.998
C 3.063 -1.365 -2.989
C 1.544 -2.001 -3.020
O 1.221 -2.379 -1.649
C 0.266 -3.463 -1.585
N -0.910 -3.187 -0.650
C -2.248 -3.398 -1.292
C -2.756 -2.252 -2.299
C -1.796 -1.001 -2.563
F -3.017 -2.881 -3.609
C -0.714 -2.831 0.652
N 0.594 -2.611 1.257
C 0.729 -1.176 1.634
C -0.414 -0.814 2.767
C -0.684 0.694 3.057
C -1.273 1.660 1.744
C -1.570 0.856 0.283
O -0.319 1.845 0.551
C -1.679 -1.874 2.770
C -1.501 -2.899 4.056
C -0.237 -3.875 4.000
C -0.090 -4.815 5.318
S -1.243 -6.313 5.277
C -3.109 -1.156 3.170
C -3.981 -0.573 1.970
O -5.404 -0.663 2.397
C -6.050 0.630 2.321
C -6.410 1.057 0.785
F -7.096 -0.032 0.147
F -7.347 2.174 0.854
F -5.274 1.533 0.032
N -1.907 -2.602 1.498
F -2.448 -3.842 1.797
H 1.357 5.387 -2.942
H 3.074 5.913 -2.214
H 1.612 5.560 -1.106
H 1.569 3.055 -1.908
H 3.100 3.590 -0.906
H 4.866 1.596 -3.065
H 3.663 1.624 -1.620
H 2.408 1.531 -4.522
H 1.709 0.855 -2.939
H 3.879 -2.182 -3.178
H 3.302 -0.946 -1.921
H 1.608 -2.894 -3.757
H 0.874 -1.137 -3.437
H 0.794 -4.395 -1.151
H -0.076 -3.725 -2.657
H -2.130 -4.369 -1.937
H -3.114 -3.622 -0.570
H -3.806 -1.891 -1.931
H -0.870 -0.901 -1.894
H -2.435 -0.034 -2.405
H -1.444 -0.987 -3.677
H 1.400 -3.026 0.785
H 1.788 -1.067 2.123
H 0.738 -0.468 0.734
H 0.170 -1.162 3.738
H 0.342 1.240 3.220
H -1.317 0.955 3.977
H -2.032 2.583 2.031
H -1.300 -0.229 0.120
H -2.431 1.460 -0.182
H -1.342 -2.179 4.967
H -2.432 -3.519 4.295
H 0.787 -3.371 3.774
H -0.408 -4.615 3.107
H 1.003 -5.228 5.303
H -0.270 -4.148 6.238
H -0.577 -7.350 4.602
H -3.777 -2.001 3.637
H -2.989 -0.403 4.058
H -3.797 0.575 1.846
H -3.929 -1.104 0.958
H -7.091 0.511 2.844
H -5.505 1.472 2.895
C 3.990 3.913 -9.176
O 4.554 2.640 -9.437
P 3.666 1.342 -9.099
O 2.218 1.596 -8.894
O 4.425 0.664 -7.865
C 4.298 1.271 -6.593
O 4.017 0.349 -10.305
C 3.523 0.706 -11.585
H 3.995 4.105 -8.113
H 4.587 4.670 -9.689
H 2.965 3.971 -9.555
H 3.317 1.738 -6.470
H 5.080 2.024 -6.469
H 4.417 0.506 -5.826
H 4.016 1.614 -11.939
H 2.442 0.862 -11.548
H 3.737 -0.107 -12.281
C 7.307 6.616 -4.185
O 6.941 6.884 -5.528
P 7.696 6.068 -6.690
O 8.435 4.860 -6.244
O 8.579 7.179 -7.430
C 9.749 7.638 -6.779
O 6.527 5.796 -7.750
C 5.520 4.871 -7.363
H 8.270 7.080 -3.961
H 6.546 7.039 -3.527
H 7.359 5.540 -4.001
H 10.213 6.846 -6.185
H 9.498 8.482 -6.132
H 10.462 7.970 -7.535
H 4.934 5.280 -6.533
H 5.970 3.920 -7.065
H 4.837 4.690 -8.234
C -7.587 6.840 1.007
O -8.996 7.002 1.012
P -9.824 6.322 2.210
O -9.020 5.905 3.387
O -10.649 5.153 1.494
C -9.946 3.986 1.111
O -10.962 7.407 2.515
C -10.539 8.618 3.117
H -7.328 5.829 0.685
H -7.159 7.558 0.305
H -7.167 7.037 1.996
H -9.131 3.764 1.806
H -9.543 4.117 0.104
H -10.640 3.145 1.109
H -9.918 9.187 2.420
H -9.977 8.415 4.032
H -11.420 9.210 3.368
C -0.869 -0.014 11.130
O -1.230 0.272 9.788
P -0.484 -0.541 8.621
O 0.241 -1.762 9.054
O 0.414 0.567 7.892
C 1.588 1.005 8.551
O -1.658 -0.790 7.555
C -2.672 -1.704 7.932
H 0.099 0.437 11.360
H -1.626 0.412 11.791
H -0.830 -1.091 11.304
H 2.042 0.201 9.137
H 1.347 1.845 9.206
H 2.307 1.336 7.799
H -3.254 -1.298 8.763
H -2.235 -2.663 8.221
H -3.336 -1.862 7.081
C 3.068 -11.874 1.571
O 1.867 -11.147 1.775
P 1.759 -10.231 3.090
O 3.044 -9.940 3.774
O 0.658 -10.969 3.985
C 1.036 -12.157 4.656
O 0.966 -8.940 2.560
C 1.668 -8.086 1.676
H 3.101 -12.736 2.241
H 3.089 -12.225 0.537
H 3.942 -11.240 1.734
H 2.087 -12.129 4.957
H 0.865 -13.015 4.002
H 0.421 -12.264 5.550
H 1.854 -8.597 0.728
H 2.616 -7.771 2.120
H 1.057 -7.202 1.487
*
```

=====

No. 2
This record from OMol25 describes a cluster of 6 separate species, C39H90N5O6P in total in a non-equilibrium geometry. The level of theory is ωB97M-V/def2-TZVPD.

Values from the calculation:
- Largest force on an atom: 1.47 eV Å⁻¹
- Energy: -2606.4355 a.u.
- SMILES: C#COC(=O)OCCP(=O)(OCC)OCC.CCN(CC)CC.CCN(CC)CC.CCN(CC)CC.CCN(CC)CC.CCN(CC)CC
- Frontier orbital gap: 8.5 eV

ORCA input file:
```
! wB97M-V def2-TZVPD RIJCOSX def2/J DEFGRID3
* xyz 0 1
C 0.594 -4.096 -1.911
C 1.240 -3.096 -1.797
O 1.967 -1.989 -1.719
C 2.182 -1.599 -0.395
O 1.382 -0.996 0.213
O 3.365 -2.001 0.030
C 4.209 -0.960 0.602
C 5.051 -1.558 1.721
P 4.661 -1.164 3.459
O 5.905 -1.077 4.221
O 3.735 -2.336 4.028
C 2.711 -2.917 3.193
C 3.084 -4.336 2.766
O 3.885 0.229 3.504
C 2.471 0.324 3.223
C 1.582 0.048 4.419
H 0.048 -5.008 -1.946
H 3.613 -0.114 0.922
H 4.858 -0.616 -0.198
H 5.113 -2.636 1.609
H 6.061 -1.173 1.621
H 2.511 -2.327 2.306
H 1.804 -2.937 3.790
H 3.366 -4.352 1.717
H 2.201 -4.964 2.846
H 3.888 -4.729 3.377
H 2.307 1.351 2.906
H 2.168 -0.296 2.387
H 1.521 0.912 5.073
H 0.596 -0.209 4.041
H 1.920 -0.786 5.028
C 2.058 -0.431 9.033
C 0.866 -1.371 8.937
N 1.039 -2.426 7.955
C -0.185 -3.159 7.687
C -0.808 -3.982 8.822
C 2.243 -3.225 8.105
C 2.436 -3.989 9.424
H 2.277 0.021 8.065
H 1.840 0.371 9.739
H 2.957 -0.936 9.389
H -0.008 -0.786 8.639
H 0.647 -1.762 9.944
H -0.006 -3.816 6.830
H -0.928 -2.430 7.347
H -0.266 -4.909 9.002
H -1.831 -4.257 8.554
H -0.856 -3.423 9.756
H 3.104 -2.570 7.956
H 2.290 -3.934 7.275
H 2.165 -3.385 10.291
H 3.485 -4.269 9.536
H 1.854 -4.909 9.455
C -1.179 5.359 -1.629
C -0.842 3.887 -1.804
N -0.458 3.229 -0.570
C 0.106 1.907 -0.778
C -0.801 0.816 -1.362
C -1.404 3.347 0.525
C -2.827 2.813 0.307
H -0.341 5.899 -1.184
H -1.387 5.799 -2.605
H -2.060 5.517 -1.008
H 0.007 3.810 -2.491
H -1.688 3.390 -2.306
H 0.513 1.554 0.173
H 0.972 2.023 -1.440
H -1.500 0.426 -0.623
H -0.193 -0.025 -1.694
H -1.370 1.168 -2.224
H -1.472 4.402 0.801
H -0.967 2.859 1.400
H -3.223 3.082 -0.674
H -3.498 3.237 1.057
H -2.878 1.731 0.410
C -8.580 2.647 0.996
C -7.221 1.967 1.032
N -7.197 0.768 1.849
C -5.856 0.266 2.085
C -5.049 -0.245 0.884
C -8.201 -0.231 1.528
C -8.216 -0.811 0.106
H -8.920 2.894 2.003
H -8.511 3.573 0.423
H -9.340 2.028 0.518
H -6.498 2.667 1.460
H -6.894 1.781 -0.005
H -5.914 -0.525 2.837
H -5.289 1.075 2.556
H -5.376 -1.231 0.556
H -3.998 -0.338 1.166
H -5.099 0.437 0.036
H -9.183 0.203 1.729
H -8.104 -1.046 2.250
H -8.075 -0.040 -0.652
H -9.179 -1.287 -0.088
H -7.449 -1.571 -0.037
C -0.203 -2.602 -5.484
C 0.834 -3.506 -6.130
N 0.369 -4.868 -6.324
C 1.429 -5.785 -6.701
C 2.126 -5.580 -8.053
C -0.879 -5.007 -7.052
C -0.954 -4.436 -8.476
H -0.525 -3.002 -4.522
H 0.229 -1.616 -5.306
H -1.079 -2.455 -6.117
H 1.707 -3.549 -5.473
H 1.174 -3.037 -7.067
H 1.028 -6.802 -6.660
H 2.189 -5.739 -5.915
H 1.511 -5.912 -8.887
H 3.046 -6.166 -8.081
H 2.399 -4.538 -8.220
H -1.668 -4.541 -6.457
H -1.137 -6.068 -7.075
H -0.486 -3.453 -8.547
H -1.998 -4.322 -8.772
H -0.483 -5.090 -9.207
C 4.293 7.935 -5.452
C 3.913 6.463 -5.446
N 3.396 6.006 -4.170
C 3.270 4.562 -4.083
C 2.262 3.860 -5.003
C 2.283 6.768 -3.633
C 1.006 6.874 -4.479
H 5.024 8.152 -4.672
H 4.734 8.195 -6.414
H 3.430 8.585 -5.307
H 4.810 5.876 -5.663
H 3.214 6.278 -6.278
H 3.040 4.305 -3.045
H 4.261 4.141 -4.278
H 1.234 3.993 -4.665
H 2.459 2.786 -5.009
H 2.332 4.208 -6.034
H 2.635 7.779 -3.418
H 2.033 6.348 -2.655
H 1.217 7.067 -5.532
H 0.391 7.700 -4.115
H 0.400 5.971 -4.412
*
```

=====

No. 3
This record from OMol25 describes a cluster of 9 separate species, C39H91BBrN3O15 in total in a non-equilibrium geometry. The level of theory is ωB97M-V/def2-TZVPD.

Values from the calculation:
- Largest force on an atom: 4.73 eV Å⁻¹
- Energy: -5432.0774 a.u.
- SMILES: CCN[C@]1(CC(=O)Br)OC(=O)O[C@@]1(ON=O)B(N)O.CCOCC.CCOCC.CCOCC.CCOCC.CCOCC.CCOCC.CCOCC.CCOCC
- Frontier orbital gap: 9.0 eV

ORCA input file:
```
! wB97M-V def2-TZVPD RIJCOSX def2/J DEFGRID3
* xyz 0 1
C 3.154 4.794 2.609
C 2.129 4.120 1.597
N 2.218 4.876 0.323
C 2.955 4.179 -0.710
C 2.043 3.040 -1.350
C 2.588 1.602 -1.097
O 2.429 1.001 -0.115
Br 3.635 0.771 -2.554
O 4.169 3.503 -0.365
C 5.075 3.622 -1.431
O 6.185 3.347 -1.438
O 4.325 4.204 -2.490
C 3.570 5.180 -1.768
O 4.586 6.069 -1.278
N 5.197 6.703 -2.386
O 6.338 6.476 -2.409
B 2.428 6.045 -2.522
N 1.543 5.557 -3.584
O 2.263 7.380 -2.067
H 3.922 5.283 1.978
H 2.607 5.540 3.227
H 3.575 4.051 3.317
H 1.129 4.248 2.071
H 2.323 3.034 1.484
H 1.279 5.114 0.005
H 1.029 3.058 -0.891
H 1.900 3.148 -2.445
H 0.732 5.154 -3.092
H 1.152 6.413 -4.002
H 1.833 7.280 -1.195
C -2.082 -3.233 1.570
C -1.896 -2.341 0.355
O -2.081 -0.961 0.627
C -1.202 -0.385 1.583
C 0.263 -0.468 1.191
H -3.064 -3.071 2.020
H -1.994 -4.283 1.285
H -1.333 -3.031 2.339
H -2.647 -2.604 -0.393
H -0.920 -2.509 -0.111
H -1.370 -0.830 2.570
H -1.487 0.666 1.663
H 0.609 -1.501 1.129
H 0.883 0.047 1.927
H 0.424 -0.011 0.217
C -6.421 1.105 3.903
C -5.935 2.172 2.937
O -4.685 1.873 2.341
C -4.627 0.686 1.560
C -5.585 0.687 0.380
H -5.675 0.919 4.678
H -7.351 1.421 4.380
H -6.611 0.157 3.397
H -5.792 3.105 3.486
H -6.685 2.377 2.166
H -4.786 -0.194 2.194
H -3.611 0.617 1.185
H -6.627 0.721 0.702
H -5.450 -0.218 -0.216
H -5.410 1.557 -0.255
C -2.759 -9.570 3.188
C -2.576 -8.672 1.977
O -2.760 -7.294 2.256
C -1.881 -6.723 3.211
C -0.416 -6.805 2.815
H -3.740 -9.411 3.640
H -2.672 -10.619 2.900
H -2.010 -9.371 3.957
H -3.327 -8.934 1.229
H -1.600 -8.837 1.508
H -2.046 -7.171 4.197
H -2.163 -5.672 3.296
H -0.071 -7.838 2.748
H 0.205 -6.294 3.553
H -0.256 -6.343 1.839
C 1.248 12.039 -0.758
C 0.839 10.584 -0.907
O 0.260 10.032 0.266
C -0.929 10.651 0.731
C -2.070 10.612 -0.271
H 1.930 12.162 0.086
H 1.746 12.386 -1.665
H 0.388 12.687 -0.581
H 1.729 9.987 -1.114
H 0.168 10.448 -1.761
H -0.722 11.678 1.049
H -1.226 10.102 1.626
H -1.835 11.177 -1.175
H -2.973 11.043 0.166
H -2.281 9.584 -0.573
C 1.626 9.874 -7.213
C 1.677 9.471 -5.749
O 2.286 8.210 -5.526
C 3.638 8.079 -5.938
C 4.581 9.046 -5.243
H 1.121 9.108 -7.805
H 1.089 10.817 -7.327
H 2.625 10.005 -7.632
H 0.656 9.384 -5.372
H 2.167 10.241 -5.145
H 3.714 8.171 -7.026
H 3.933 7.058 -5.690
H 4.349 10.085 -5.485
H 5.612 8.855 -5.549
H 4.510 8.938 -4.158
C -7.473 -10.178 6.183
C -6.819 -10.146 4.813
O -6.116 -11.335 4.489
C -6.881 -12.528 4.448
C -8.002 -12.499 3.423
H -6.734 -10.395 6.957
H -7.940 -9.216 6.403
H -8.247 -10.946 6.246
H -6.079 -9.343 4.795
H -7.551 -9.913 4.033
H -7.268 -12.765 5.445
H -6.184 -13.325 4.187
H -8.747 -11.736 3.657
H -8.511 -13.464 3.392
H -7.607 -12.277 2.429
C -1.038 -7.417 -1.100
C -0.387 -7.382 -2.471
O 0.318 -8.568 -2.798
C -0.446 -9.761 -2.837
C -1.571 -9.733 -3.859
H -0.297 -7.633 -0.328
H -1.507 -6.457 -0.877
H -1.809 -8.187 -1.036
H 0.350 -6.577 -2.492
H -1.122 -7.150 -3.249
H -0.830 -9.999 -1.839
H 0.251 -10.558 -3.101
H -2.316 -8.971 -3.621
H -2.080 -10.699 -3.888
H -1.180 -9.510 -4.853
C 7.162 -0.006 -1.593
C 7.245 -0.442 -0.141
O 7.836 -1.720 0.039
C 9.172 -1.862 -0.414
C 10.152 -0.925 0.272
H 6.626 -0.749 -2.187
H 6.641 0.948 -1.671
H 8.151 0.117 -2.038
H 6.234 -0.518 0.263
H 7.767 0.306 0.464
H 9.218 -1.748 -1.503
H 9.457 -2.893 -0.197
H 9.929 0.122 0.059
H 11.170 -1.125 -0.069
H 10.112 -1.055 1.355
*
```

=====

Q: Number 1 is which compound?
A: C39H88F5N3O25P5S